Formula: C7H18BFNbO3Yb
Source: the Open Molecules 2025 dataset
Level of theory: ωB97M-V with the def2-TZVPD basis set

The geometry in ORCA input format:
```
! wB97M-V def2-TZVPD RIJCOSX def2/J DEFGRID3
* xyz 1 1
C 3.738 -1.079 0.666
C 3.246 -0.206 -0.500
B 2.374 1.016 -0.061
O 2.462 1.452 1.216
Nb 0.836 1.967 -1.571
F 1.159 0.672 -2.974
C -0.915 0.785 -0.668
C -1.070 0.846 0.842
C -1.980 -0.240 1.395
O -3.135 -0.402 0.495
C -3.403 -1.693 0.073
C -2.355 -2.598 -0.441
O -4.566 -2.017 0.154
H 3.550 -0.629 1.624
H 3.241 -2.037 0.644
H 4.794 -1.273 0.588
H 4.094 0.219 -1.017
H 2.698 -0.803 -1.209
H 2.019 2.290 1.314
H -0.229 3.130 -2.560
H 2.215 3.032 -2.093
H 0.585 3.195 -0.263
H -1.786 1.220 -1.138
H -0.818 -0.240 -1.009
H -0.129 0.819 1.364
H -1.556 1.785 1.072
H -1.482 -1.170 1.592
H -2.361 0.117 2.372
H -1.453 -2.587 0.142
H -2.766 -3.588 -0.389
H -2.129 -2.373 -1.470
Yb -4.878 0.388 1.811
*
```

Computed properties:
HOMO-LUMO gap = 1.93 eV
LUMO level = -7.03 eV
E_HOMO = -0.3293 Eh

natural (NBO) atomic charge list, values in e, 6 entries: -0.603, -0.825, 0.591, -0.909, 1.621, -0.615

Formula: C19H35N3OP2RhS4
Source: the Open Molecules 2025 dataset
Level of theory: ωB97M-V with the def2-TZVPD basis set

The geometry in ORCA input format:
```
! wB97M-V def2-TZVPD RIJCOSX def2/J DEFGRID3
* xyz 3 1
Rh 0.010 0.022 0.038
C -1.626 -3.131 -0.956
P -1.691 -1.675 0.121
C -2.107 -2.312 1.773
C -3.181 -0.735 -0.345
C -4.323 -1.434 -0.729
C -5.497 -0.754 -1.022
C -5.532 0.630 -0.941
C -4.396 1.328 -0.557
C -3.215 0.652 -0.259
P -1.759 1.593 0.298
C -1.658 3.060 -0.764
C -2.260 2.205 1.932
H -2.378 -3.851 -0.632
H -0.643 -3.599 -0.876
H -1.799 -2.846 -1.992
H -3.080 -2.800 1.710
H -2.162 -1.497 2.494
H -1.364 -3.036 2.110
H -4.315 -2.514 -0.796
H -6.383 -1.307 -1.301
H -6.441 1.166 -1.176
H -4.453 2.407 -0.480
H -2.613 3.583 -0.776
H -1.393 2.752 -1.774
H -0.894 3.738 -0.380
H -3.210 2.731 1.836
H -1.510 2.886 2.335
H -2.386 1.372 2.623
S 0.626 -0.306 2.365
C 2.083 0.520 2.692
N 3.128 -0.038 3.240
C 4.313 0.800 3.432
C 3.816 2.240 3.465
S 2.283 2.227 2.467
H 3.157 -1.024 3.473
H 5.003 0.635 2.601
H 4.824 0.538 4.357
H 4.522 2.942 3.033
H 3.542 2.568 4.466
S 2.291 0.000 -0.739
C 2.524 1.443 -1.684
N 3.174 1.358 -2.830
C 3.437 2.530 -3.671
C 3.610 3.744 -2.773
C 2.361 3.894 -1.921
N 2.089 2.616 -1.243
H 3.551 0.465 -3.104
H 2.592 2.682 -4.347
H 4.325 2.348 -4.271
H 3.774 4.636 -3.374
H 4.485 3.610 -2.135
H 1.503 4.164 -2.542
H 2.497 4.663 -1.162
H 1.628 2.630 -0.350
C 0.307 -1.257 -4.192
S -0.132 0.394 -3.616
C -1.648 0.615 -4.591
O -0.611 0.219 -2.183
H -0.555 -1.917 -4.102
H 1.137 -1.622 -3.589
H 0.607 -1.168 -5.236
H -1.551 1.534 -5.166
H -2.476 0.698 -3.889
H -1.798 -0.222 -5.267
*
```

Computed properties:
HOMO-LUMO gap (spin up / spin down) = 6.83 / 6.83 eV
LUMO level (spin up / spin down) = -10.24 / -10.24 eV
relative energy (zero: lowest compared OMol25 entry of this formula, charge and spin) = 17.2 kcal/mol
E_HOMO (spin up / spin down) = -0.6272 / -0.6272 Eh

natural (NBO) atomic charge list, values in e, 6 entries: 0.335, -0.959, 1.245, -0.957, -0.380, -0.126

Formula: C18H37NO13
Source: the Open Molecules 2025 dataset
Level of theory: ωB97M-V with the def2-TZVPD basis set

The geometry in ORCA input format:
```
! wB97M-V def2-TZVPD RIJCOSX def2/J DEFGRID3
* xyz 0 1
C -24.654 0.118 31.281
C -24.056 -0.667 30.114
C -22.564 -0.367 29.833
O -21.923 -1.653 30.042
C -22.857 -2.619 30.166
O -22.647 -3.784 30.095
O -24.064 -2.059 30.431
H -24.293 1.145 31.243
H -24.354 -0.355 32.213
H -25.740 0.110 31.195
H -24.640 -0.506 29.208
H -22.071 0.285 30.546
H -22.429 -0.116 28.789
C -28.003 3.140 23.750
C -27.244 4.439 23.603
C -25.769 4.369 24.081
O -25.002 4.773 22.954
C -25.805 5.027 21.909
O -25.464 5.426 20.846
O -27.096 4.737 22.205
H -27.442 2.261 23.448
H -28.920 3.224 23.157
H -28.378 3.056 24.772
H -27.762 5.240 24.128
H -25.522 3.356 24.384
H -25.643 5.048 24.917
C -22.768 8.317 29.844
C -21.269 8.457 29.943
C -20.692 8.498 31.361
O -19.994 7.269 31.515
C -19.878 6.660 30.300
O -19.204 5.705 30.104
O -20.648 7.277 29.390
H -23.092 8.553 28.826
H -23.239 9.089 30.457
H -23.140 7.322 30.072
H -20.916 9.318 29.377
H -21.440 8.642 32.144
H -19.997 9.327 31.520
C -26.243 3.850 30.498
N -25.772 3.934 29.131
C -24.341 3.955 28.949
C -26.610 3.866 28.077
O -26.265 3.700 26.920
H -25.756 3.020 31.011
H -27.322 3.710 30.511
H -25.994 4.770 31.034
H -23.917 2.971 29.156
H -24.069 4.192 27.920
H -23.899 4.759 29.543
H -27.667 3.887 28.394
C -22.052 4.231 31.689
O -22.473 5.527 32.129
H -21.353 3.809 32.412
H -22.978 3.663 31.604
H -21.583 4.229 30.705
H -21.748 6.118 31.902
C -20.720 2.988 28.252
O -21.720 2.077 27.776
H -20.106 3.339 27.422
H -21.280 3.871 28.558
H -20.146 2.578 29.078
H -21.319 1.416 27.206
C -26.385 7.335 29.177
O -26.328 7.542 30.576
H -27.373 6.982 28.861
H -26.090 8.232 28.628
H -25.703 6.550 28.844
H -26.682 8.415 30.760
*
```

Computed properties:
SMILES string = C[C@H]1COC(=O)O1.C[C@H]1COC(=O)O1.C[C@H]1COC(=O)O1.CN(C)C=O.CO.CO.CO
HOMO-LUMO gap = 10.05 eV
LUMO level = 0.20 eV
relative energy (zero: lowest compared OMol25 entry of this formula, charge and spin) = 0.0 kcal/mol
E_HOMO = -0.3621 Eh

natural (NBO) atomic charge list, values in e, 6 entries: -0.626, 0.066, -0.094, -0.499, 0.972, -0.568

Formula: C27H64N3O13P2S4
Source: the Open Molecules 2025 dataset
Level of theory: ωB97M-V with the def2-TZVPD basis set

The geometry in ORCA input format:
```
! wB97M-V def2-TZVPD RIJCOSX def2/J DEFGRID3
* xyz 1 1
C 3.453 -1.035 0.575
C 2.749 -0.321 -0.578
O 1.667 0.487 -0.121
C 1.895 1.873 -0.201
C 1.606 2.452 -1.597
O 0.675 1.625 -2.254
C 0.343 2.062 -3.544
C -0.887 1.292 -3.961
O -1.827 1.420 -2.907
C -3.027 0.761 -3.138
C -3.886 0.780 -1.836
S -2.726 1.155 -0.396
N -4.821 1.951 -1.949
P -4.129 3.372 -1.156
C -5.397 4.585 -0.639
C -3.364 4.336 -2.530
C -2.103 5.032 -1.987
C -6.226 1.684 -1.690
C -6.570 0.741 -0.536
C -6.389 1.462 0.785
C -8.066 0.379 -0.710
N -8.680 -0.185 0.483
C -9.669 0.685 1.130
N -5.776 -0.580 -0.645
C -5.596 -1.348 0.675
C -4.382 -1.145 1.568
C -4.500 -0.155 2.725
S -3.203 -0.397 3.939
O -3.716 -0.068 5.223
O -2.580 -1.660 3.696
O -2.174 0.760 3.567
C -4.646 -0.573 -1.699
C -5.312 -0.905 -3.074
P -3.536 -2.079 -1.490
O -4.392 -3.271 -1.288
H 3.520 -2.109 0.400
H 4.473 -0.672 0.710
H 2.912 -0.875 1.507
H 3.456 0.274 -1.164
H 2.314 -1.052 -1.264
H 2.936 2.095 0.060
H 1.241 2.337 0.539
H 2.531 2.522 -2.185
H 1.206 3.469 -1.485
H 0.167 3.145 -3.581
H 1.151 1.833 -4.253
H -1.292 1.706 -4.892
H -0.633 0.234 -4.092
H -2.815 -0.263 -3.467
H -3.613 1.251 -3.924
H -1.718 0.251 -0.446
H -4.855 5.510 -0.442
H -5.894 4.284 0.282
H -6.166 4.795 -1.391
H -4.082 5.088 -2.863
H -3.131 3.653 -3.345
H -1.218 4.422 -2.164
H -1.969 6.006 -2.459
H -2.181 5.213 -0.913
H -6.755 2.613 -1.495
H -6.701 1.286 -2.595
H -6.671 0.861 1.641
H -5.378 1.856 0.888
H -7.068 2.316 0.768
H -8.195 -0.285 -1.573
H -8.561 1.318 -0.988
H -9.152 -1.042 0.228
H -9.173 1.423 1.762
H -10.303 1.212 0.408
H -10.312 0.081 1.767
H -6.467 -1.171 -1.104
H -5.631 -2.392 0.380
H -6.520 -1.183 1.229
H -4.193 -2.122 2.018
H -3.472 -0.913 1.031
H -5.460 -0.170 3.240
H -4.346 0.860 2.364
H -2.093 0.872 2.605
H -5.601 -0.004 -3.607
H -4.621 -1.434 -3.727
H -6.170 -1.567 -2.957
H -2.552 -1.833 -0.532
H -2.837 -2.099 -2.703
O 6.943 0.597 0.276
S 8.225 0.218 -0.246
O 8.520 -1.165 -0.450
O 9.351 0.896 0.631
C 9.298 0.712 2.072
C 9.797 -0.646 2.507
C 8.542 1.104 -1.732
H 8.280 0.900 2.416
H 9.927 1.509 2.464
H 9.131 -1.443 2.185
H 9.870 -0.685 3.594
H 10.780 -0.845 2.081
H 8.345 2.158 -1.561
H 7.869 0.703 -2.486
H 9.577 0.938 -2.020
O 8.549 -3.635 3.003
S 9.213 -4.568 3.864
O 10.562 -4.320 4.267
O 9.097 -6.013 3.225
C 9.516 -6.162 1.842
C 11.020 -6.223 1.694
C 8.225 -4.871 5.286
H 9.082 -5.354 1.253
H 9.054 -7.094 1.523
H 11.484 -5.269 1.940
H 11.272 -6.475 0.664
H 11.440 -6.980 2.356
H 7.210 -5.089 4.967
H 8.253 -3.963 5.885
H 8.653 -5.703 5.837
*
```

Computed properties:
HOMO-LUMO gap = 8.17 eV
LUMO level = -2.20 eV
relative energy (zero: lowest compared OMol25 entry of this formula, charge and spin) = 7.2 kcal/mol
E_HOMO = -0.3813 Eh

Mulliken atomic charge list, values in e, 6 entries: -1.018, -0.175, -0.291, -0.595, -0.607, -0.144

Computed total energy, in the same sequence as the records: -50153.19216, -91693.71795, -47372.89633, -122032.91255 eV.